The following is a DFT calculation (wB97M-V/def2-TZVPD) of a molecular structure, C22H66F2InNO15S2.

Calculated values
Spin multiplicity: 1
Net charge: +2
LUMO: -0.462 hartree
Gap between HOMO and LUMO: 1.64 eV
HOMO: -14.22 eV

The geometry in XYZ format:
```
109
Properties=species:S:1:pos:R:3:lowdin_charge:R:1
H -1.541 1.482 3.414 0.066
H -3.397 -5.231 -0.015 0.066
H -1.792 2.546 -1.760 0.048
H -4.532 -5.198 -1.386 0.087
H 2.548 1.894 -1.977 0.053
C -2.594 -4.342 -1.838 -0.277
H 1.127 3.762 1.158 0.057
S 0.017 0.212 -0.841 0.510
H 2.470 2.559 -0.310 0.066
C -5.175 -1.813 2.050 -0.299
H -0.238 2.322 -3.907 0.093
C 4.311 0.935 -4.033 -0.072
H -0.686 -4.573 3.276 0.086
C -3.729 -4.657 -0.883 -0.056
O -6.534 -1.469 2.232 0.014
C 2.734 4.012 -1.955 -0.280
H 2.802 5.899 -1.386 0.110
H 0.334 -3.679 2.084 0.066
H -5.460 -3.662 3.059 0.091
H 1.707 -0.556 -5.121 0.080
H -1.777 -3.866 -1.298 0.090
C 3.063 0.825 -4.883 -0.297
H 2.277 1.482 -4.484 0.095
S -2.160 -0.560 -0.114 0.404
O 0.291 6.771 2.251 -0.004
O -1.569 -6.260 1.353 -0.049
H 0.421 -6.263 2.065 0.126
H -6.628 -0.950 3.042 0.111
O -2.250 2.215 -4.443 -0.177
H 0.107 -5.465 0.497 0.104
H 5.245 0.397 2.248 0.147
F 0.686 0.331 -2.296 -0.205
H -2.180 -5.213 -2.351 0.119
O 2.621 -0.531 -4.819 -0.068
C 0.540 4.486 1.732 -0.065
O -0.024 1.581 -0.417 -0.255
H 4.078 -0.254 -0.502 0.078
H 3.974 2.438 -1.205 0.084
H 5.363 2.455 0.868 0.110
H 3.407 -1.470 4.548 0.121
H -4.564 -0.902 1.997 0.114
H 0.905 0.873 3.951 0.100
C -2.378 2.182 3.405 -0.047
O 0.905 -0.621 -0.076 -0.253
H -4.165 -3.785 -0.394 0.057
H -0.160 -4.082 -4.064 0.096
H -5.090 -2.282 1.068 0.095
H 2.049 -3.788 -1.353 0.088
C 1.043 -3.678 -1.766 -0.083
H 2.015 -1.640 2.673 0.125
H 0.176 4.040 2.655 0.070
H -0.973 3.844 -4.423 0.119
O -3.024 -3.424 -2.862 -0.229
C -2.757 2.794 4.754 -0.265
H -1.406 -3.820 1.849 0.047
H 0.477 -3.134 -1.004 0.050
H 1.666 4.169 -2.202 0.126
F -3.471 -1.209 -0.767 -0.187
C 4.283 -0.527 0.538 -0.048
N -1.369 -0.540 -1.448 -0.290
C 1.093 -2.971 -3.102 -0.290
H -3.784 3.168 4.621 0.138
C 2.901 2.673 -1.303 -0.070
C 1.265 5.790 1.902 -0.270
C -0.524 -4.339 2.222 -0.072
O 5.525 1.557 0.555 0.012
C 1.816 -0.960 3.528 -0.294
H 3.850 1.275 1.620 0.112
H -2.893 2.886 -4.694 0.095
H 4.714 1.949 -4.083 0.082
H 1.795 0.934 2.492 0.072
H 0.237 0.032 2.488 0.067
H -0.730 3.919 -1.974 0.063
O -2.652 0.721 0.326 -0.239
C -1.538 3.348 -2.454 -0.084
H -3.228 1.661 2.961 0.073
C -0.297 -5.656 1.503 -0.291
O 3.128 5.039 -1.094 -0.008
H -2.146 3.011 2.733 0.075
H -0.323 4.592 1.068 0.089
H -3.828 -3.784 -3.253 0.093
H 1.912 -3.395 -3.695 0.123
O -1.895 3.850 5.091 0.028
H 3.514 -1.147 0.984 0.063
In -2.190 -0.988 -4.141 1.100
O 3.005 -0.660 4.204 0.013
H -4.779 -2.438 4.096 0.083
H 1.389 -1.928 -2.990 0.084
H 3.247 1.089 -5.930 0.123
H -2.386 4.036 -2.413 0.087
H 1.196 -1.610 4.172 0.148
H 3.235 4.037 -2.937 0.139
H 5.131 -1.205 0.362 0.099
H -2.020 4.557 4.441 0.112
H 0.613 -4.679 -1.845 0.073
C -4.753 -2.833 3.075 -0.055
H 1.808 6.037 0.976 0.113
H 5.070 0.226 -4.356 0.088
C 1.130 0.280 3.055 -0.055
H -2.858 2.079 5.567 0.126
O -1.801 -1.550 0.856 -0.241
H -1.460 -7.141 0.970 0.106
C 4.718 0.674 1.318 -0.271
C -1.145 2.923 -3.857 -0.289
H 0.661 7.634 2.013 0.111
H 4.049 0.743 -2.992 0.047
H -3.734 -3.197 2.928 0.072
O -0.112 -3.141 -3.868 -0.181
H 2.053 5.836 2.669 0.142
```

---

The following is a DFT calculation (wB97M-V/def2-TZVPD) of 5 unconnected molecules or ions with the total composition C22H66N9O5P3S2.

Calculated values
Spin multiplicity: 2
Expectation value of S²: 0.76
Net charge: +1
LUMO (alpha / beta): -0.070 / -0.242 hartree
Gap between HOMO and LUMO (alpha / beta): 7.86 / 3.19 eV
HOMO (alpha / beta): -9.77 / -9.77 eV

The geometry in XYZ format:
```
107
Properties=species:S:1:pos:R:3:lowdin_spin:R:1
H 1.265 -7.051 -3.622 0.000
H 0.997 3.115 8.296 0.000
H -2.778 3.069 -0.112 0.000
N -0.324 -4.022 -1.140 0.000
H -1.416 2.975 1.049 0.000
H -3.367 -0.343 -2.282 0.020
C 0.202 -7.283 -3.559 0.000
H -6.352 -3.445 -2.085 0.000
P -0.197 -4.681 -2.785 0.000
H -2.268 -0.330 -0.074 0.000
H -1.228 3.768 -0.501 0.001
H 3.733 6.427 5.063 0.000
H 3.285 -0.058 -2.375 0.000
S -4.101 -2.793 -1.126 0.000
H -0.859 0.088 0.748 0.000
O 2.259 4.456 3.817 0.000
H -0.131 -1.988 -1.566 0.000
C 5.901 -0.355 -2.971 0.000
H 6.828 -0.228 -3.529 0.000
C -1.666 -6.844 -2.085 0.000
O -4.489 -1.461 -0.611 0.005
H -0.105 2.394 5.175 0.000
S 4.641 -0.380 -4.289 0.000
H -0.249 -7.318 -4.550 0.000
H 1.533 2.504 -3.390 0.006
H 0.564 -4.706 0.719 0.000
C 0.632 3.662 7.427 0.000
H -0.827 -1.386 -3.468 0.021
N -0.453 2.807 -2.791 0.352
H 0.362 4.649 7.805 0.000
N -1.573 0.474 -2.945 0.382
C 3.000 3.745 7.019 0.000
H -1.148 -4.648 0.584 0.000
H -4.663 -4.938 -0.438 0.000
H 3.155 7.773 6.168 0.000
H -5.401 -2.539 -3.050 0.000
H 3.261 6.201 6.801 0.000
C -1.796 0.527 0.407 0.001
H 1.255 4.109 -2.536 0.017
H -2.088 -6.277 -1.256 0.000
H 0.445 -2.384 0.010 0.000
H -1.328 -2.372 -0.247 0.000
O 0.873 0.847 -1.699 0.014
H 5.767 0.394 -2.189 0.000
H -2.446 -7.101 -2.802 0.000
N -0.487 -6.363 -2.638 0.000
C -0.250 -4.912 0.024 0.000
N 1.677 6.460 5.497 0.000
H -3.615 0.543 -3.783 0.005
H -0.495 6.412 3.757 0.000
H -2.273 0.880 1.321 0.000
H 1.998 -6.214 -1.475 0.000
P 1.501 4.826 5.052 0.000
H 3.804 3.960 6.314 0.000
C -1.585 3.470 -3.380 0.027
H 6.126 -1.325 -2.527 0.000
H 1.644 -3.414 -4.587 0.000
O -1.082 -3.960 -3.689 0.003
H -4.958 -4.291 -2.792 0.000
P -0.526 1.315 -1.927 0.003
H -0.317 3.280 7.050 0.000
H 2.313 -0.630 -3.805 0.000
H 0.891 3.870 -4.186 0.001
H -3.751 -4.223 0.853 0.000
C 0.783 7.085 6.540 0.000
H 0.698 8.169 6.621 0.000
O 4.907 -1.579 -5.166 0.000
C 3.063 6.729 5.868 0.000
C 2.093 -4.337 -4.220 0.000
H 3.179 4.206 7.990 0.000
C -3.085 0.556 -2.831 0.035
N 1.491 -4.717 -3.002 0.000
H -0.978 5.057 2.826 0.000
H -0.266 6.857 6.351 0.000
H -0.180 -0.180 -4.392 0.012
H 3.091 2.692 7.285 0.000
H 1.145 6.752 7.513 0.000
H 0.134 -8.310 -3.200 0.000
H -0.494 2.701 3.530 0.000
H -5.398 -3.730 0.569 0.000
C 3.212 -0.762 -3.204 0.000
C -1.704 2.924 -0.001 0.004
H -2.509 3.232 -2.853 0.002
C -0.902 5.406 3.856 0.000
H -1.866 5.638 4.308 0.000
H -1.405 4.545 -3.363 0.006
H -1.695 2.928 4.788 0.000
H -1.640 3.053 -4.385 0.013
C -5.296 -3.359 -2.340 0.000
H -3.363 1.431 -2.245 0.002
C 0.873 3.356 -3.225 0.030
H 3.367 -1.740 -2.748 0.000
C -4.467 -3.991 0.065 0.000
H -0.369 -5.986 -0.116 0.000
C -0.647 3.091 4.536 0.000
N 1.724 3.950 6.493 0.000
H -1.558 -7.852 -1.683 0.000
H 3.384 -5.667 -2.565 0.000
N -0.165 4.513 4.713 0.000
H -1.960 -0.496 -4.687 0.001
C -1.141 -0.469 -3.968 0.040
C -0.360 -2.600 -0.693 0.000
N -1.518 1.605 -0.551 -0.001
C 2.455 -5.413 -2.056 0.000
H 1.943 -5.093 -4.990 0.000
H 3.167 -4.233 -4.068 0.000
H 2.942 -4.698 -1.393 0.000
```

---

Maximum force values (in eV/Å) by entry order: 6.26; 4.64.
Energy relative to the best compared isomer or geometry (same formula, charge and spin) values (in kJ/mol) by entry order: 142.1; 0.0.